{"formula": "C45H44BrF10N3O2PbS3", "method": "ωB97M-V with the def2-TZVPD basis set", "symbols": ["Pb", "C", "N", "C", "C", "N", "C", "C", "F", "C", "F", "C", "F", "C", "F", "C", "F", "C", "C", "N", "C", "C", "F", "C", "F", "C", "F", "C", "F", "C", "F", "H", "H", "H", "H", "H", "H", "H", "H", "H", "H", "H", "C", "C", "S", "C", "C", "S", "H", "H", "H", "H", "H", "H", "C", "C", "C", "C", "C", "C", "C", "Br", "C", "O", "C", "C", "C", "C", "C", "C", "H", "H", "H", "H", "H", "H", "H", "H", "H", "H", "H", "H", "H", "H", "H", "H", "H", "H", "H", "H", "C", "C", "O", "S", "C", "C", "C", "C", "C", "C", "C", "C", "H", "H", "H", "H", "H", "H", "H"], "coordinates": [[-0.523734, -0.380525, 0.585055], [-0.333834, 2.294775, 2.621955], [-1.362334, 1.274975, 2.498755], [-2.580534, 1.825475, 1.927255], [-3.490434, 0.760575, 1.315955], [-2.846834, 0.184775, 0.156955], [-3.583134, -0.344625, -0.807545], [-4.956934, -0.724325, -0.743145], [-5.675634, -0.570125, 0.405955], [-5.639934, -1.289125, -1.801445], [-6.948834, -1.609525, -1.654345], [-5.022234, -1.524125, -3.019645], [-5.699334, -2.086825, -4.055845], [-3.689434, -1.140025, -3.150845], [-3.082734, -1.297625, -4.347545], [-3.015534, -0.562825, -2.101045], [-1.759634, -0.127925, -2.339545], [-1.592234, 0.572975, 3.746355], [-0.536434, -0.513325, 3.954355], [-0.427334, -1.460825, 2.870755], [-0.964034, -2.670225, 3.015255], [-0.353734, -3.774325, 2.352855], [0.839666, -3.574225, 1.756255], [-0.833734, -5.059525, 2.406455], [-0.162834, -6.062025, 1.793855], [-1.962934, -5.368925, 3.157955], [-2.440234, -6.638225, 3.202855], [-2.557634, -4.346025, 3.881855], [-3.618734, -4.628025, 4.674555], [-2.077034, -3.052925, 3.816255], [-2.744334, -2.129425, 4.564455], [-0.644634, 3.107475, 3.295055], [-0.133734, 2.705275, 1.634055], [0.580066, 1.851575, 3.008655], [-2.272534, 2.486675, 1.119155], [-3.143634, 2.403775, 2.680355], [-4.424234, 1.261075, 1.033255], [-3.733234, -0.015425, 2.052555], [-2.570534, 0.099875, 3.702255], [-1.584534, 1.261875, 4.608155], [-0.725634, -1.021325, 4.907655], [0.445966, -0.030925, 4.033155], [-0.201734, -5.044825, -1.369645], [0.146166, -3.618725, -1.019345], [-1.249834, -2.730725, -0.462945], [1.411466, -3.183225, -1.135045], [2.597766, -4.004025, -1.541345], [1.874166, -1.472725, -0.837545], [-1.278634, -5.119325, -1.485145], [0.094866, -5.713325, -0.562245], [0.281166, -5.374025, -2.289045], [2.315666, -5.022025, -1.789945], [3.311266, -4.033625, -0.714745], [3.097466, -3.554525, -2.402245], [1.774866, 1.915875, -6.206445], [1.610666, 3.326875, -5.620445], [2.992866, 3.994175, -5.546245], [0.758666, 4.158275, -6.586945], [0.982466, 3.233275, -4.236945], [1.722566, 2.751975, -3.161345], [1.130666, 2.673175, -1.931145], [2.175866, 2.105275, -0.421345], [-0.216534, 3.011575, -1.608545], [-0.613134, 2.926875, -0.417145], [-0.965734, 3.460975, -2.749945], [-0.342334, 3.576375, -3.978545], [-2.432634, 3.877675, -2.668345], [-3.122534, 3.402075, -1.391745], [-2.528234, 5.411175, -2.723145], [-3.229134, 3.295075, -3.846845], [2.204566, 1.967275, -7.208545], [0.810766, 1.415875, -6.266145], [2.427266, 1.312675, -5.579745], [3.405066, 4.116475, -6.549045], [3.692366, 3.398375, -4.967245], [2.913366, 4.974775, -5.081345], [1.279166, 4.270175, -7.539745], [0.579766, 5.150275, -6.174945], [-0.196234, 3.674975, -6.780045], [2.755566, 2.453875, -3.275945], [-0.931434, 3.962475, -4.795645], [-2.648134, 3.836875, -0.519845], [-3.055634, 2.322675, -1.306845], [-4.174734, 3.692375, -1.405945], [-2.014434, 5.850875, -1.871645], [-3.573234, 5.723375, -2.698145], [-2.075334, 5.799775, -3.633945], [-3.038134, 2.229475, -3.935045], [-2.975934, 3.770075, -4.791845], [-4.296034, 3.444575, -3.682245], [5.491966, -3.600425, 7.075255], [6.166166, -2.440725, 7.745855], [6.650266, -2.477425, 8.850955], [6.291066, -0.928325, 6.818655], [5.428766, -1.205125, 5.273055], [5.980266, -2.008025, 4.282155], [5.320266, -2.160325, 3.078455], [4.125466, -1.477325, 2.828055], [3.594066, -0.659125, 3.833055], [4.235366, -0.530625, 5.046555], [3.451166, -1.570525, 1.592555], [2.756366, -1.592225, 0.600155], [5.188866, -4.314525, 7.838455], [6.201266, -4.090925, 6.409055], [4.632966, -3.286525, 6.487455], [6.926466, -2.502225, 4.459155], [5.735266, -2.809925, 2.321355], [2.667666, -0.142425, 3.644655], [3.818866, 0.091975, 5.824055]], "forces_ev_per_angstrom": [[-0.155, 0.879, 0.266], [0.010, 0.041, -0.199], [-0.200, 0.117, 0.297], [-0.325, -0.025, -0.248], [0.047, 0.180, 0.068], [0.731, 0.099, 0.482], [-0.736, -0.446, -0.707], [0.203, 0.113, 0.033], [0.156, -0.137, -0.158], [-0.157, -0.073, -0.422], [0.296, 0.007, -0.003], [0.020, 0.028, 0.123], [0.167, 0.153, 0.247], [-0.242, -0.051, -0.172], [-0.084, 0.023, 0.296], [-0.048, 0.131, 0.038], [-0.133, -0.074, 0.177], [0.152, -0.364, 0.086], [-0.005, -0.009, 0.029], [0.129, 0.565, -0.464], [-0.398, -0.976, 0.384], [0.156, 0.093, 0.272], [-0.339, -0.079, 0.143], [-0.064, -0.194, 0.143], [-0.138, 0.157, 0.080], [-0.003, 0.145, 0.045], [0.079, 0.255, 0.039], [-0.020, -0.476, -0.031], [0.155, 0.078, -0.210], [0.245, 0.119, -0.117], [0.046, -0.093, -0.205], [-0.049, 0.001, 0.115], [0.081, 0.065, -0.059], [0.145, -0.017, 0.076], [-0.044, 0.102, -0.009], [0.026, 0.033, 0.039], [0.048, 0.000, 0.123], [-0.193, 0.103, 0.122], [-0.013, -0.021, 0.065], [-0.042, 0.110, -0.026], [0.076, 0.152, 0.036], [-0.045, 0.118, 0.205], [0.028, -0.069, -0.068], [-0.056, 0.362, 0.035], [-0.188, -0.318, -0.216], [0.346, 0.239, -0.126], [-0.135, -0.017, 0.017], [0.129, -0.667, -0.388], [-0.045, -0.095, -0.067], [0.041, -0.048, 0.048], [0.024, -0.025, -0.066], [0.030, -0.157, -0.005], [0.140, -0.085, -0.011], [0.077, -0.035, -0.014], [-0.010, 0.208, -0.022], [0.068, 0.000, -0.150], [-0.172, -0.065, -0.035], [0.131, -0.150, 0.152], [0.005, 0.119, -0.133], [-0.018, 0.048, -0.066], [0.308, -0.241, 0.364], [0.212, 0.044, -0.191], [0.295, 0.080, -0.281], [-0.469, 0.038, 0.462], [-0.086, -0.056, 0.196], [0.243, -0.066, -0.149], [-0.231, 0.190, 0.026], [-0.002, 0.138, 0.014], [-0.013, -0.170, -0.010], [0.076, 0.076, 0.072], [0.078, -0.045, -0.137], [-0.106, -0.061, 0.005], [0.064, -0.084, 0.086], [0.077, -0.002, -0.107], [0.104, -0.045, 0.095], [0.013, 0.113, 0.058], [0.036, -0.022, -0.062], [-0.088, 0.101, -0.004], [-0.140, 0.018, -0.037], [0.062, -0.030, 0.032], [-0.093, 0.023, -0.102], [-0.021, -0.028, 0.080], [0.008, -0.186, 0.151], [-0.158, 0.036, -0.128], [0.080, 0.069, 0.124], [-0.145, 0.073, 0.018], [0.071, 0.047, -0.114], [-0.017, -0.192, -0.029], [0.053, 0.024, -0.160], [-0.125, 0.023, 0.023], [-0.165, -0.270, 0.247], [-0.030, -0.032, -0.089], [-0.065, 0.003, -0.167], [0.025, 0.256, -0.184], [0.320, 0.056, 0.427], [-0.050, 0.087, 0.063], [0.014, -0.062, -0.029], [0.196, 0.091, 0.558], [0.045, -0.113, -0.129], [0.113, -0.040, 0.078], [-0.653, -0.104, -0.920], [0.402, 0.071, 0.161], [0.016, 0.007, 0.032], [0.007, 0.030, -0.079], [0.011, -0.037, -0.018], [0.009, -0.036, -0.017], [-0.015, 0.038, -0.118], [-0.142, 0.055, -0.052], [-0.054, 0.058, 0.058]], "spin_multiplicity": 1, "homo_ha": -0.074, "charge": -2, "orbital_gap_ev": 5.46}

{"formula": "C45H45As2I2N2O7Tb", "method": "ωB97M-V with the def2-TZVPD basis set", "symbols": ["Tb", "O", "C", "C", "N", "C", "C", "O", "O", "C", "C", "O", "O", "H", "H", "H", "H", "H", "H", "H", "H", "H", "C", "C", "As", "C", "C", "C", "C", "C", "C", "C", "C", "C", "C", "C", "C", "As", "C", "C", "C", "C", "C", "C", "C", "C", "C", "C", "C", "C", "H", "H", "H", "H", "H", "H", "H", "H", "H", "H", "H", "H", "H", "H", "H", "H", "H", "H", "H", "H", "H", "H", "H", "H", "I", "C", "C", "C", "I", "C", "C", "C", "C", "N", "C", "C", "O", "H", "H", "H", "H", "C", "C", "C", "O", "C", "H", "H", "H", "H", "H", "H", "H", "H"], "coordinates": [[-1.672728, 1.382845, 2.764458], [0.094205, 1.339670, 4.454522], [0.475297, 0.021086, 4.904708], [-0.734924, -0.844113, 4.866989], [-1.296264, -1.059401, 3.518062], [-0.516820, -1.773769, 2.445751], [0.257143, -0.865692, 1.469653], [1.182314, -1.398598, 0.813506], [-0.089428, 0.389424, 1.440212], [-2.602662, -1.735924, 3.653758], [-3.609186, -0.988212, 2.817079], [-4.471809, -1.616409, 2.165523], [-3.466207, 0.315032, 2.799348], [0.734894, 2.041961, 4.630766], [1.372751, -0.319414, 4.383643], [0.766967, 0.112150, 5.977407], [-0.483042, -1.817537, 5.393627], [-1.558253, -0.313515, 5.429568], [0.200788, -2.502037, 2.867100], [-1.327008, -2.304458, 1.909842], [-2.592912, -2.790596, 3.384153], [-2.905343, -1.684479, 4.733473], [3.088797, 0.639316, -1.463461], [2.154473, -0.471287, -1.948907], [0.566885, 0.223421, -3.023566], [1.512564, 0.456791, -4.821523], [2.291273, 1.600949, -4.988950], [3.025342, 1.774662, -6.168522], [2.920157, 0.813712, -7.208267], [2.118534, -0.283778, -7.015102], [1.422151, -0.458397, -5.865799], [-0.123062, -1.614726, -3.369272], [0.506610, -2.809574, -2.916982], [0.179789, -4.018006, -3.449537], [-1.012541, -4.197295, -4.145992], [-1.682529, -3.046754, -4.625883], [-1.155787, -1.794116, -4.335403], [2.438734, 1.575527, 0.195051], [3.900597, 1.168708, 1.484621], [4.208566, -0.151121, 1.748805], [5.269406, -0.473167, 2.600934], [5.824606, 0.543866, 3.419640], [5.498109, 1.906549, 3.179210], [4.518308, 2.211362, 2.189931], [3.278833, 3.183504, -0.519947], [2.324902, 4.053230, -1.126367], [2.857706, 5.172974, -1.754059], [4.210226, 5.265354, -2.083791], [5.147006, 4.331297, -1.505642], [4.681390, 3.266938, -0.757063], [3.185765, 1.373892, -2.250680], [4.074149, 0.234041, -1.218659], [1.774899, -1.089375, -1.159485], [2.706016, -1.093209, -2.677699], [2.422591, 2.308777, -4.167831], [3.682695, 2.628937, -6.278223], [3.532163, 0.887492, -8.089711], [2.051592, -1.020418, -7.793849], [0.821272, -1.358446, -5.753808], [1.218900, -2.725034, -2.099591], [0.879541, -4.835013, -3.301322], [-1.418732, -5.181586, -4.277161], [-2.453190, -3.135050, -5.413983], [-1.536249, -0.957867, -4.890173], [3.657175, -0.965721, 1.251905], [5.584200, -1.501836, 2.704696], [6.528416, 0.229562, 4.219242], [5.921963, 2.712618, 3.772068], [4.179262, 3.244188, 2.001159], [1.251484, 3.916632, -0.952274], [2.203438, 5.944242, -2.060824], [4.602938, 6.087415, -2.635450], [6.201619, 4.448271, -1.765106], [5.360253, 2.495051, -0.368724], [-4.840769, 4.266130, 5.418629], [-4.563530, 4.585735, 3.323215], [-5.501272, 5.212685, 2.497579], [-5.339377, 5.063115, 1.171297], [-6.546997, 6.263183, -0.120120], [-4.315902, 4.294936, 0.542789], [-4.190591, 3.981186, -0.838338], [-3.254142, 3.063247, -1.321749], [-2.489067, 2.379011, -0.363883], [-2.492186, 2.688069, 0.953625], [-3.390603, 3.629780, 1.415835], [-3.445915, 3.851303, 2.800527], [-2.498539, 3.346669, 3.522456], [-6.266387, 5.857408, 2.847465], [-4.856275, 4.538351, -1.499857], [-3.092784, 2.903962, -2.388470], [-1.866919, 1.579661, -0.687462], [-4.498338, -6.569927, 1.034890], [-3.158641, -7.136209, 0.581572], [-2.126317, -6.490653, 1.573939], [-2.666455, -5.149066, 1.842371], [-4.102001, -5.359014, 1.956397], [-5.068594, -7.340474, 1.594635], [-5.172103, -6.222718, 0.291382], [-2.924047, -6.754567, -0.405310], [-3.118897, -8.205556, 0.580353], [-1.143357, -6.422573, 1.126531], [-2.189513, -7.044062, 2.512717], [-4.592886, -4.416676, 1.667661], [-4.448574, -5.498447, 3.027502]], "forces_ev_per_angstrom": [[1.066, 0.307, 0.170], [-0.351, 0.133, -0.357], [1.047, 0.956, 1.523], [-0.347, -0.940, 0.041], [0.155, -0.390, 0.009], [-0.234, 0.116, 0.640], [1.242, -0.115, -0.478], [-1.748, 1.047, 1.218], [-0.396, -1.027, 0.173], [-0.196, 0.425, 1.360], [-2.569, -1.299, -2.052], [1.854, 1.434, 1.589], [-0.724, -0.866, 0.216], [0.093, -0.433, 0.081], [-0.305, -0.179, -0.383], [-0.140, -0.105, -0.620], [-0.345, 0.896, -0.474], [0.941, -0.618, -0.250], [-0.421, 0.151, -0.165], [0.926, 0.015, -0.220], [0.132, -0.006, -0.093], [-0.035, -0.014, -0.952], [-0.613, -0.938, 0.582], [0.381, 0.571, -1.493], [0.767, -1.045, -0.194], [-0.488, -0.003, 0.946], [0.548, -0.121, -0.210], [-0.351, -0.775, -0.562], [0.574, 1.242, 1.334], [0.425, 0.015, -1.227], [-0.885, -0.514, 1.495], [-0.502, -0.940, -0.950], [-0.102, 2.717, 0.327], [-0.543, -1.333, 0.113], [-0.094, 1.278, -0.320], [0.658, -0.763, -0.445], [0.632, -0.017, 0.928], [0.768, 0.338, -0.261], [-0.782, 0.526, -0.181], [0.762, -0.945, -0.310], [-0.499, 1.189, 0.955], [0.251, 0.021, -0.633], [-1.099, -0.927, -0.483], [0.502, -0.430, 0.765], [-0.651, -0.122, -0.903], [2.121, -0.132, 1.563], [0.507, -0.454, -0.950], [0.684, -1.422, 2.148], [-0.955, 0.844, -1.430], [-1.070, 0.464, 0.177], [0.249, 0.325, 0.058], [0.019, 0.052, -0.123], [-0.167, -0.086, 0.371], [-0.260, 0.117, 0.296], [-0.180, -0.023, -0.262], [-0.050, -0.015, -0.013], [0.020, 0.205, -0.244], [-0.045, -0.280, -0.235], [0.098, 0.177, 0.044], [0.267, -0.262, -0.572], [-0.466, -0.272, 0.428], [0.085, -0.321, -0.542], [0.206, -0.019, 0.875], [-0.240, 0.482, 0.047], [0.335, 0.480, 0.089], [-0.040, -0.046, 0.192], [-0.383, 0.533, -0.725], [0.031, -0.215, -0.042], [0.508, -0.548, 0.148], [0.470, 0.115, -0.069], [-0.631, 0.718, -0.547], [0.050, 0.530, -0.336], [-0.260, -0.131, 0.202], [-0.366, 0.492, -0.076], [-0.001, 0.522, -0.809], [1.429, -1.615, 0.619], [0.967, -0.458, 0.372], [-0.014, 0.720, -2.631], [0.060, -0.252, 0.372], [0.417, -1.347, 0.644], [0.306, 0.288, -0.286], [-0.782, 0.971, 0.947], [-0.334, 1.148, 1.253], [-0.867, 0.198, -1.931], [-0.576, 0.206, -2.041], [-1.063, 1.191, 1.286], [0.403, -0.762, 0.520], [-0.586, 0.224, 0.589], [0.278, -0.349, -0.094], [-0.250, -0.152, 0.398], [0.721, -0.516, 0.013], [0.189, -0.102, 2.039], [0.664, 1.517, 0.207], [-2.058, 0.465, -0.313], [-0.510, -1.594, -0.286], [-0.459, 0.430, 0.504], [0.362, 0.502, -0.052], [-0.229, 0.193, -1.059], [0.098, -0.127, -0.309], [0.062, -0.622, -0.003], [0.231, 0.143, 0.327], [0.581, -0.119, 0.076], [0.327, -0.293, -0.164], [0.794, -0.229, -0.908]], "spin_multiplicity": 7, "homo_ha": [-0.287, -0.287], "orbital_gap_ev": [7.19, 7.24]}